The following is a quantum chemistry calculation of a molecular structure, C38H27N2O4P2PdSTe, from the OMol25 dataset.

Each line ends with the Löwdin spin population.
CARTESIAN COORDINATES (ANGSTROEM)
Pd (0.04038, 0.03784, -0.21519)  1.22
O (-2.85017, 3.16181, -0.46662)  0.02
C (-1.88314, 2.42166, -0.42880)  0.01
O (-1.88690, 1.14918, -0.62160)  0.16
C (-0.50382, 3.00637, -0.15022)  0.01
C (-0.25041, 4.34667, 0.08755)  0.00
C (1.06024, 4.73888, 0.32240)  0.00
C (2.08269, 3.79835, 0.31376)  0.00
C (1.75027, 2.47793, 0.06521)  0.01
N (0.49032, 2.12915, -0.15805)  0.12
C (2.73679, 1.31737, 0.02518)  0.01
O (3.90538, 1.50462, 0.31053)  0.02
O (2.20802, 0.19146, -0.32694)  0.16
H (-1.07840, 5.04123, 0.08400)  0.00
H (1.28617, 5.77971, 0.51490)  0.00
H (3.11678, 4.05419, 0.49496)  0.00
Te (-0.60227, -4.75910, -1.72159)  0.06
C (-2.31815, -5.54774, -0.78548)  0.03
C (-3.57570, -5.40839, -1.35524)  0.01
C (-4.67982, -5.88374, -0.65692)  0.00
N (-4.60534, -6.46867, 0.53242)  0.00
C (-3.39373, -6.61249, 1.06265)  0.00
C (-2.22793, -6.18004, 0.44946)  0.01
C (-0.58813, -3.10036, -0.43890)  0.52
P (-1.62035, -1.62926, -0.70748)  0.21
C (-2.03859, -1.62385, -2.45732)  0.03
C (-3.27473, -2.06128, -2.92361)  0.01
C (-3.52774, -2.09014, -4.28628)  0.00
C (-2.55023, -1.68336, -5.18424)  0.01
C (-1.31886, -1.24106, -4.72081)  0.00
C (-1.06452, -1.20472, -3.35934)  0.01
C (-3.15358, -1.73314, 0.22529)  0.03
C (-3.40982, -2.79177, 1.09138)  0.02
C (-4.59304, -2.82867, 1.81328)  0.00
C (-5.51553, -1.80247, 1.67930)  0.01
C (-5.25388, -0.73410, 0.83073)  0.00
C (-4.07536, -0.68790, 0.10447)  0.01
P (0.89193, -2.49225, 0.28164)  0.32
C (2.17265, -3.76053, 0.32709)  0.06
C (3.27201, -3.58898, -0.50709)  0.01
C (4.27328, -4.55092, -0.53933)  0.00
C (4.17918, -5.67470, 0.26484)  0.00
C (3.08935, -5.84208, 1.11244)  0.00
C (2.08731, -4.88907, 1.14480)  0.01
C (0.52851, -2.06415, 2.02159)  0.19
C (1.55486, -1.14763, 2.63689)  0.13
C (1.82075, -1.32903, 4.06356)  0.03
C (1.07958, -2.15276, 4.82170)  0.04
C (0.05354, -2.99170, 4.23454)  0.05
C (-0.16561, -2.99688, 2.90756)  0.03
H (-3.70757, -4.91413, -2.30876)  0.00
H (-5.67387, -5.77624, -1.07759)  0.00
H (-3.34849, -7.09940, 2.03136)  0.00
H (-1.26972, -6.33047, 0.93086)  0.00
H (-4.03846, -2.38310, -2.22600)  0.00
H (-4.49006, -2.42900, -4.64717)  0.00
H (-2.75220, -1.70084, -6.24709)  0.00
H (-0.55888, -0.91259, -5.41708)  0.00
H (-0.10634, -0.84701, -2.99415)  0.00
H (-2.69472, -3.59499, 1.19277)  0.01
H (-4.79385, -3.66371, 2.47196)  0.00
H (-6.44016, -1.83192, 2.24117)  0.00
H (-5.96533, 0.07608, 0.74069)  0.00
H (-3.85054, 0.15871, -0.52873)  0.00
H (3.35303, -2.69590, -1.11556)  0.00
H (5.12939, -4.41553, -1.18654)  0.00
H (4.96041, -6.42319, 0.23975)  0.00
H (3.02344, -6.71661, 1.74620)  0.00
H (1.24266, -5.01953, 1.80957)  0.00
H (2.38089, -0.82890, 2.00422)  0.02
H (2.65282, -0.78115, 4.48606)  0.00
H (1.28581, -2.25344, 5.87862)  0.00
H (-0.49822, -3.66640, 4.87618)  0.00
H (-0.87855, -3.67770, 2.45783)  0.00
S (-0.93787, 0.24852, 2.99315)  0.86
C (0.23553, -0.52032, 2.15341)  0.53

Values from the calculation:
HOMO energy (alpha / beta)	-7.208 / -8.416	eV
charge	0
electronic energy	-3351.34270	a.u.
spin multiplicity	6

---

The following is a quantum chemistry calculation of 8 unconnected molecules or ions with the total composition C30H50N2O18, from the OMol25 dataset.

Each line ends with the Mulliken charge.
CARTESIAN COORDINATES (ANGSTROEM)
C (-6.38022, -3.63988, 5.53259)  -1.35
C (-5.54422, -3.26588, 4.28159)  0.53
C (-4.28122, -2.45988, 4.50659)  -0.45
O (-3.28522, -3.10688, 3.68359)  -0.13
C (-3.79622, -4.09988, 3.06659)  0.68
O (-3.29322, -4.78688, 2.17359)  -0.59
O (-5.03322, -4.33588, 3.56859)  -0.38
H (-6.72922, -2.75888, 6.07259)  0.35
H (-5.53522, -4.03888, 6.22159)  0.29
H (-7.16522, -4.32488, 5.38959)  0.37
H (-6.15822, -2.64088, 3.58559)  0.12
H (-3.97222, -2.52188, 5.54359)  0.39
H (-4.25622, -1.42588, 4.09259)  0.25
C (4.37478, -2.29688, 0.72959)  -1.64
C (3.31678, -2.56888, 1.84759)  0.57
C (2.01078, -1.92088, 1.34359)  -0.45
O (1.03278, -2.76788, 1.86859)  0.02
C (1.54778, -3.92288, 2.21159)  0.62
O (0.76778, -4.83388, 2.62859)  -0.66
O (2.83178, -3.84088, 2.09359)  -0.42
H (4.41878, -1.19288, 0.61859)  0.27
H (3.88578, -2.67788, -0.06041)  0.55
H (5.37578, -2.60588, 0.78759)  0.43
H (3.46278, -2.24688, 2.92859)  0.34
H (2.02278, -1.73788, 0.28759)  0.34
H (2.07978, -0.94588, 1.86259)  0.03
C (-0.73722, -0.67788, 2.88259)  -1.23
C (0.38278, -0.31188, 3.87559)  0.37
C (-0.23122, -0.21188, 5.29459)  -0.45
O (0.63578, -0.83088, 6.15459)  -0.25
C (1.40478, -1.48388, 5.50859)  0.54
O (2.26678, -2.28088, 6.00659)  -0.68
O (1.38878, -1.16788, 4.22559)  -0.10
H (-0.66122, -0.54888, 1.83259)  0.29
H (-1.71222, -0.29588, 3.19259)  0.30
H (-0.85322, -1.74388, 3.05959)  0.36
H (0.87778, 0.58112, 3.51959)  0.40
H (-1.21422, -0.61288, 5.28059)  0.14
H (-0.38522, 0.81812, 5.69159)  0.30
C (0.86278, 1.98612, -0.39841)  -0.66
C (0.86578, 3.39612, -1.02941)  0.35
C (0.57578, 3.44412, -2.60241)  0.43
O (-0.75722, 3.68212, -2.67541)  -0.33
C (-1.17122, 4.10512, -1.46641)  0.53
O (-2.38422, 4.41812, -1.29341)  -0.64
O (-0.29022, 4.02112, -0.53541)  -0.36
H (0.84178, 1.95712, 0.73359)  0.23
H (1.72378, 1.48512, -0.75441)  -0.05
H (0.04778, 1.46812, -0.71341)  0.17
H (1.82578, 3.80812, -0.78141)  0.48
H (0.92978, 2.54712, -3.11841)  -0.56
H (1.12078, 4.28712, -3.02941)  0.26
C (3.07378, -0.47588, -2.36641)  -0.61
O (3.22978, 0.89112, -2.64441)  0.10
C (4.22678, 1.63412, -2.10341)  0.61
O (5.38478, 1.06412, -1.64341)  -0.70
O (4.06678, 2.94012, -2.15541)  -0.09
C (5.32078, 3.67412, -2.31741)  -0.78
H (2.92678, -0.65588, -1.33641)  0.17
H (3.86178, -1.07988, -2.80841)  0.46
H (2.17878, -0.74388, -2.90441)  0.02
H (5.01378, 4.75712, -2.40241)  0.24
H (5.90678, 3.32112, -3.26141)  0.28
H (5.87678, 3.46412, -1.43041)  0.40
C (-1.38322, -3.07588, -0.15841)  0.13
O (-1.96222, -2.32588, -1.19141)  -0.34
C (-1.13622, -1.49388, -1.87441)  0.62
O (0.24478, -1.38488, -1.61541)  -0.48
O (-1.60722, -0.83788, -3.01741)  -0.34
C (-0.81022, 0.09012, -3.64141)  -0.43
H (-0.32422, -2.89688, 0.04159)  -0.11
H (-1.57222, -4.10688, -0.35241)  0.41
H (-1.86222, -2.67288, 0.77259)  -0.22
H (-1.45522, 0.42512, -4.48141)  0.33
H (-0.01422, -0.51688, -4.06341)  0.37
H (-0.38322, 0.90812, -3.08741)  0.00
C (3.70978, 4.62312, -6.87741)  -1.28
C (3.99078, 3.17812, -6.49441)  -0.81
C (3.50878, 2.76912, -5.19941)  0.39
C (2.26778, 2.04512, -5.32841)  0.20
N (1.30378, 1.37812, -5.35141)  -0.52
H (4.19678, 4.87912, -7.85141)  0.39
H (4.07578, 5.44112, -6.16841)  0.29
H (2.62878, 4.82612, -6.97141)  0.32
H (5.09178, 3.19412, -6.52041)  0.32
H (3.74778, 2.56612, -7.28641)  0.49
H (3.33578, 3.62412, -4.52541)  0.13
H (4.20278, 2.12412, -4.70841)  0.10
C (-4.31822, 1.45112, 0.01059)  -1.23
C (-4.35022, 0.60912, 1.24659)  0.20
C (-4.93422, -0.82688, 0.99859)  1.24
C (-6.29722, -0.72688, 0.49259)  0.02
N (-7.39322, -0.60788, 0.11859)  -0.53
H (-4.17622, 2.51512, 0.22359)  0.36
H (-5.12022, 1.46912, -0.66941)  0.43
H (-3.57522, 0.96912, -0.66341)  0.13
H (-4.89622, 1.19412, 1.95759)  0.42
H (-3.48122, 0.48212, 1.80259)  -0.13
H (-5.05222, -1.55788, 1.80359)  -0.92
H (-4.31922, -1.39288, 0.27759)  -0.02

Values from the calculation:
HOMO energy	-10.435	eV
charge	0
SMILES string	C[C@H]1COC(=O)O1.C[C@H]1COC(=O)O1.C[C@H]1COC(=O)O1.C[C@H]1COC(=O)O1.COC(=O)OC.COC(=O)OC.CCCC#N.CCCC#N
electronic energy	-2636.70630	a.u.

---

The following is a quantum chemistry calculation of C6H11N in the gas phase, from the OMol25 dataset.

Each line ends with the natural charge from an NBO analysis.
CARTESIAN COORDINATES (ANGSTROEM)
C (2.20234, 0.14956, 0.20497)  -0.61
C (0.91700, -0.69541, 0.01275)  -0.38
C (-0.53799, 0.01870, 0.05336)  -0.15
C (-1.74772, -0.92394, 0.33850)  -0.59
C (-0.91182, 0.87654, -1.19226)  -0.60
C (-0.37486, 0.90968, 1.20995)  0.29
N (-0.05572, 1.53894, 2.12107)  -0.35
H (2.33374, 0.93015, -0.55051)  0.20
H (3.04909, -0.54492, 0.08464)  0.22
H (2.28945, 0.62216, 1.19203)  0.23
H (1.00013, -1.46416, 0.80058)  0.21
H (1.06551, -1.21299, -0.94108)  0.21
H (-1.61153, -1.47750, 1.27051)  0.22
H (-2.70116, -0.37390, 0.44156)  0.22
H (-1.88768, -1.63221, -0.48523)  0.21
H (-1.89737, 1.36537, -1.09333)  0.22
H (-0.18946, 1.67725, -1.36720)  0.22
H (-0.97102, 0.24458, -2.08548)  0.21

Values from the calculation:
HOMO energy	-11.262	eV
charge	0
SMILES string	CCC(C)(C)C#N
electronic energy	-289.95655	a.u.

---

Across the entries above, ΔE to the lowest compared entry with this formula, charge and spin takes the values 45.1 71.3 9.5 kcal per mole, respectively.